Run a
Formula: CCl4OS
Source: the OMol25 dataset
Level of theory: the ωB97M-V functional and the def2-TZVPD basis

Structure (XYZ):
```
7
Properties=species:S:1:pos:R:3:lowdin_charge:R:1
C -1.75819 -0.47588 0.56794 -1.151
O 2.06369 0.23553 -1.81113 -0.559
S 1.26466 0.79382 -0.74482 0.327
Cl -2.82049 0.43756 -0.42411 0.518
Cl -2.38819 -1.91703 1.15487 0.566
Cl 2.69722 1.65302 0.50910 0.159
Cl 0.94130 -0.72703 0.74815 0.140
```

Calculated values
HOMO in eV: -9.090

Run b
Formula: CCl4OS
Source: the OMol25 dataset
Level of theory: the ωB97M-V functional and the def2-TZVPD basis

Structure (XYZ):
```
7
Properties=species:S:1:pos:R:3:lowdin_charge:R:1
C -0.57890 -0.59538 0.09722 -1.523
O 0.14282 1.79379 0.23752 -0.534
S 0.75089 0.51584 0.00548 0.352
Cl -0.42092 -2.20913 0.23386 0.703
Cl -2.08830 0.09804 0.36788 0.704
Cl 2.79363 -1.26404 1.13917 -0.027
Cl 0.93051 0.54470 -2.00895 0.326
```

Calculated values
HOMO (alpha / beta) in eV: -10.672 / -9.135

run a is favored, and the nearest alternative lies 3.6 kcal/mol above it.

Run a
Formula: C3H3IN2O
Source: the OMol25 dataset
Level of theory: the ωB97M-V functional and the def2-TZVPD basis

Structure (XYZ):
```
10
Properties=species:S:1:pos:R:3:lowdin_charge:R:1
C 1.03150 0.88666 0.81446 -0.335
C -0.87957 -0.82758 0.11528 -0.225
C 0.36893 0.30062 -0.34125 -0.832
N 1.73696 1.26839 1.62561 0.178
N -1.35414 -0.78884 1.21464 0.139
O 1.08478 -0.36183 -1.27398 -0.068
I -0.80553 2.09282 -1.05005 0.771
H -0.88345 -1.37536 -0.85952 0.125
H -2.07083 -1.43457 1.49737 0.076
H 1.77135 0.23968 -1.74255 0.170
```

Calculated values
HOMO in eV: -9.785

Run b
Formula: C3H3IN2O
Source: the OMol25 dataset
Level of theory: the ωB97M-V functional and the def2-TZVPD basis

Structure (XYZ):
```
10
Properties=species:S:1:pos:R:3:lowdin_charge:R:1
O -0.87238 -1.77792 0.37842 -0.079
C -0.23405 -0.48121 -0.16723 -0.212
C -1.00790 0.85859 0.09177 -0.083
N -0.22576 1.84412 0.02743 0.000
N 1.08457 1.51687 -0.13697 -0.033
C 1.24585 0.28060 -0.24379 -0.831
I 2.97844 -0.79934 -0.28424 0.909
H -0.81119 -1.88098 1.37166 0.108
H -0.13986 -0.58120 -1.25811 0.132
H -2.01772 1.02047 0.22106 0.089
```

Calculated values
HOMO in eV: -9.716
SMILES: O[C@H]1C=NN=C1I

run a is favored, and the nearest alternative lies 28.9 kcal/mol above it.

Run a
Formula: C5H14O
Source: the OMol25 dataset
Level of theory: the ωB97M-V functional and the def2-TZVPD basis

Structure (XYZ):
```
20
Properties=species:S:1:pos:R:3:lowdin_charge:R:1
C 1.83989 0.23835 -0.52306 -0.040
C 1.60761 1.69960 -0.98955 -0.432
C 0.35557 1.86241 -1.87357 -0.055
O 1.38286 2.54416 0.16680 -0.084
H 1.04750 -0.44447 -0.80060 0.063
H 1.97371 0.20141 0.56494 0.068
H 2.87030 -0.03490 -0.76960 0.077
H 2.47269 2.10915 -1.51106 0.122
H 0.60327 2.32327 -2.83126 0.069
H -0.24507 0.98227 -2.09000 0.064
H -0.35065 2.52541 -1.36976 0.076
H 1.64810 2.00793 0.93441 0.071
C -1.74842 -2.54835 0.81895 -0.149
C -2.02187 -1.47664 1.92010 -0.163
H -2.65759 -2.79665 0.28299 0.057
H -1.09245 -2.03894 0.12194 0.038
H -1.25725 -3.41185 1.25147 0.058
H -1.52438 -1.69028 2.86653 0.055
H -1.83435 -0.46008 1.60766 0.051
H -3.06947 -1.59179 2.22268 0.056
```

Calculated values
HOMO in eV: -10.223
SMILES: CC(C)O.CC

Run b
Formula: C5H14O
Source: the OMol25 dataset
Level of theory: the ωB97M-V functional and the def2-TZVPD basis

Structure (XYZ):
```
20
Properties=species:S:1:pos:R:3:lowdin_charge:R:1
C 0.14007 1.30960 1.60692 -0.038
C 0.41677 -0.14167 2.02677 -0.461
C 1.23428 -0.93832 1.02269 -0.055
O 1.15082 -0.13706 3.28404 -0.077
H 0.64388 1.46004 0.65696 0.062
H 0.64964 1.92788 2.33947 0.077
H -0.91665 1.52731 1.52600 0.072
H -0.50030 -0.68195 2.28272 0.129
H 0.88398 -0.76811 0.00783 0.035
H 2.27298 -0.60862 1.04927 0.089
H 1.19170 -1.98010 1.33889 0.081
H 0.66092 -0.61563 3.95522 0.078
C -1.62772 -0.19762 -3.01208 -0.166
C -0.35256 0.08568 -2.22488 -0.173
H -2.53132 0.09977 -2.47278 0.064
H -1.65391 0.45268 -3.88345 0.058
H -1.64706 -1.23278 -3.33183 0.061
H -0.22469 1.14635 -2.02660 0.065
H 0.52199 -0.19966 -2.82165 0.072
H -0.31283 -0.50780 -1.32351 0.027
```

Calculated values
HOMO in eV: -10.201
SMILES: CC(C)O.CC

Run c
Formula: C5H14O
Source: the OMol25 dataset
Level of theory: the ωB97M-V functional and the def2-TZVPD basis

Structure (XYZ):
```
20
Properties=species:S:1:pos:R:3:lowdin_charge:R:1
C -2.86395 -0.22539 0.85128 -0.075
C -1.42505 -0.34153 0.38443 -0.516
C -0.62854 -1.35339 1.20040 -0.055
O -1.39101 -0.73418 -0.99774 -0.070
H -3.32146 -1.21576 0.78613 0.073
H -3.49608 0.45336 0.18025 0.097
H -2.90752 0.13985 1.92954 0.100
H -0.94161 0.64973 0.42386 0.123
H -1.22814 -2.28082 1.37192 0.098
H 0.33669 -1.61716 0.75903 0.077
H -0.45352 -1.00983 2.14502 0.040
H -1.54060 0.07902 -1.51438 0.093
C 1.79030 1.12456 -0.65147 -0.171
C 3.15446 0.73291 -1.26072 -0.167
H 1.35697 0.25859 -0.16255 0.032
H 1.98176 1.89929 0.07221 0.059
H 1.07834 1.45731 -1.42077 0.068
H 3.80246 0.34635 -0.42820 0.073
H 3.62060 1.66272 -1.61436 0.058
H 3.07590 -0.02565 -2.05384 0.064
```

Calculated values
HOMO in eV: -10.244
SMILES: CC(C)O.CC

Run d
Formula: C5H14O
Source: the OMol25 dataset
Level of theory: the ωB97M-V functional and the def2-TZVPD basis

Structure (XYZ):
```
20
Properties=species:S:1:pos:R:3:lowdin_charge:R:1
C 0.00000 0.00000 0.00000 -0.075
C 0.02944 -0.93216 1.18562 -0.684
C 1.45838 -1.03531 1.79559 -0.071
C -0.89077 -0.37192 2.28605 -0.075
C -0.32189 -2.37245 0.79429 -0.074
H -0.98734 0.25464 -0.42063 0.088
H 0.57540 -0.55190 -0.76218 0.076
H 0.53436 0.93591 0.23483 0.086
H 2.20743 -1.45081 1.10069 0.065
H 1.41855 -1.67478 2.69343 0.081
H 1.78102 -0.02468 2.09751 0.082
H -1.97283 -0.41405 2.07636 0.084
H -0.61159 0.67640 2.48530 0.083
H -0.68410 -0.96896 3.19017 0.077
H -1.31661 -2.32744 0.31983 0.084
H -0.37516 -3.05497 1.65911 0.085
H 0.39716 -2.78322 0.06569 0.075
O 2.87837 -2.25067 -1.40358 -0.089
H 3.48496 -2.67502 -0.75533 0.049
H 3.38708 -2.23485 -2.24574 0.051
```

Calculated values
HOMO in eV: -10.674
SMILES: CC(C)(C)C.O

run d is favored, and the nearest alternative lies 12.5 kcal/mol above it.

Run a
Formula: C3H11NS
Source: the OMol25 dataset
Level of theory: the ωB97M-V functional and the def2-TZVPD basis

Structure (XYZ):
```
16
Properties=species:S:1:pos:R:3:lowdin_charge:R:1
C -0.63915 -0.86881 -3.58566 -0.562
S -0.70439 0.17656 -2.15091 0.563
H -1.06330 -1.86009 -3.46238 0.025
H -1.10757 -0.29825 -4.38618 0.028
H 0.38440 -1.04286 -3.94105 0.043
C 0.89524 -0.62595 1.05058 -0.016
N 0.48727 0.30223 2.15238 -0.027
C -0.46136 1.37933 1.73034 0.009
H 1.39175 -1.52047 1.42659 0.108
H -0.04046 -0.98781 0.63095 0.078
H 1.57106 -0.12206 0.37092 0.104
H 1.27968 0.78609 2.57044 0.179
H 0.05213 -0.27280 2.85089 0.168
H -0.31775 1.56127 0.66590 0.078
H -0.22152 2.29000 2.26735 0.108
H -1.50604 1.10363 1.80982 0.112
```

Calculated values
Expectation value of S²: 0.75
Charge: +1
Multiplicity: 2
HOMO (alpha / beta) in eV: -12.410 / -12.010

Run b
Formula: C3H11NS
Source: the OMol25 dataset
Level of theory: the ωB97M-V functional and the def2-TZVPD basis

Structure (XYZ):
```
16
Properties=species:S:1:pos:R:3:lowdin_charge:R:1
C 0.46080 -2.60262 -0.90933 -0.135
N 0.93728 -1.55658 -2.08603 -0.071
H 0.57124 -3.60901 -1.47531 0.083
H -0.61217 -2.53276 -0.64100 0.047
H 1.29159 -2.63812 -0.20844 0.045
H 0.21201 -1.66301 -2.87502 0.081
H 0.89576 -0.68885 -1.62505 -0.043
C 0.86080 1.68994 0.98962 -0.275
S -0.31497 1.55787 2.38573 1.165
C -1.67908 1.60693 1.20847 -0.311
H 0.60854 2.71375 0.66988 0.078
H 0.85923 1.17953 0.01140 0.093
H 1.76628 1.86355 1.39041 0.004
H -2.55501 1.57175 1.80142 0.030
H -1.73581 2.54727 0.59888 0.107
H -1.56649 0.56036 0.76436 0.101
```

Calculated values
Expectation value of S²: 0.75
Charge: +1
Multiplicity: 2
HOMO (alpha / beta) in eV: -12.432 / -12.425

run a is favored, and the nearest alternative lies 61.0 kcal/mol above it.

Run a
Formula: C2H2S2
Source: the OMol25 dataset
Level of theory: the ωB97M-V functional and the def2-TZVPD basis

Structure (XYZ):
```
6
Properties=species:S:1:pos:R:3:lowdin_charge:R:1
C 1.80683 -1.21688 0.46122 -0.465
C 0.74470 -0.31492 -0.09414 -0.587
S 4.18491 0.80854 -0.12120 0.053
S 0.48827 -2.10713 -0.13249 0.813
H 0.13542 0.42333 0.59060 0.105
H 1.12808 0.10131 -1.13551 0.081
```

Calculated values
HOMO (alpha / beta) in eV: -9.612 / -9.646

Run b
Formula: C2H2S2
Source: the OMol25 dataset
Level of theory: the ωB97M-V functional and the def2-TZVPD basis

Structure (XYZ):
```
6
Properties=species:S:1:pos:R:3:lowdin_charge:R:1
S -2.35253 0.32767 0.03292 0.743
C -0.71766 0.14120 0.10550 -0.625
C 0.71913 0.13144 -0.10042 -0.622
S 2.35331 0.35030 -0.03836 0.743
H -2.66159 -0.48423 1.07307 -0.119
H 2.65933 -0.46638 -1.07270 -0.120
```

Calculated values
HOMO in eV: -8.338
SMILES: SC#CS

run b is favored, and the nearest alternative lies 63.2 kcal/mol above it.

Run a
Formula: C4H8O
Source: the OMol25 dataset
Level of theory: the ωB97M-V functional and the def2-TZVPD basis

Structure (XYZ):
```
13
Properties=species:S:1:pos:R:3:lowdin_charge:R:1
C -0.93346 -1.49234 -1.00834 -0.018
C 0.04034 -0.38270 -0.93212 0.073
C 0.23936 0.40249 0.22415 -0.279
O -0.63379 0.36820 1.20573 0.160
C 1.46758 1.15516 0.50813 0.043
H -1.87502 -1.22599 -1.49478 0.122
H -0.40130 -2.30729 -1.50608 0.111
H -1.10815 -1.85603 0.00429 0.099
H 0.69812 -0.17472 -1.76560 0.143
H -1.50507 0.71501 0.94725 0.179
H 1.69223 1.14269 1.57308 0.123
H 2.28736 0.87120 -0.14480 0.108
H 1.19888 2.18417 0.23843 0.135
```

Calculated values
Expectation value of S²: 0.75
Charge: +1
Multiplicity: 2
HOMO (alpha / beta) in eV: -15.509 / -17.536

Run b
Formula: C4H8O
Source: the OMol25 dataset
Level of theory: the ωB97M-V functional and the def2-TZVPD basis

Structure (XYZ):
```
13
Properties=species:S:1:pos:R:3:lowdin_charge:R:1
O -2.37899 -0.24182 -0.65939 0.149
C -1.85395 0.57325 0.12660 -0.235
C -0.46685 0.89688 0.24666 0.123
C 0.48438 0.13401 -0.64801 -0.226
C 1.50648 -0.78960 0.06608 -0.090
H -2.52006 1.23195 0.74681 0.157
H -0.91344 -0.89618 1.35575 0.374
H -0.16006 1.78548 0.68238 0.122
H 1.09872 0.85249 -1.29737 0.168
H -0.15441 -0.52414 -1.37613 0.154
H 2.45374 -0.96470 -0.56054 0.119
H 1.82178 -0.28423 1.05786 0.111
H 1.08264 -1.77339 0.25933 0.071
```

Calculated values
Expectation value of S²: 0.84
Charge: +1
Multiplicity: 2
HOMO (alpha / beta) in eV: -16.636 / -16.171

run a is favored, and the nearest alternative lies 113.4 kcal/mol above it.